# 1
37
Properties=species:S:1:pos:R:3:mulliken_charge:R:1 method="wB97M-V/def2-TZVPD" homo_ev=-8.195 charge=0 relative_energy_kcal_mol=51.0 gap_ev=8.23 lumo_energy_ev=0.03 e_tot_ev=-30116.196
I 3.67 -0.94 0.81 0.037
C 0.79 -0.96 0.77 -0.433
C 0.92 0.24 1.20 0.360
C -2.91 -3.23 0.25 -0.288
C -1.86 3.01 2.68 -0.686
C 2.49 0.76 -4.00 -0.304
C -2.92 -1.87 0.10 -0.671
C -1.67 -3.93 0.41 -0.844
C -0.80 3.53 1.90 -0.506
C -1.88 1.64 3.07 -0.536
C 3.09 1.52 -3.02 -0.748
C 1.67 -0.37 -3.73 -0.608
C -1.78 -1.10 0.22 0.077
C -0.50 -3.06 0.58 -0.066
C 0.13 2.62 1.35 -0.338
C -0.98 0.78 2.50 -0.051
C 2.65 1.29 -1.69 -0.074
C 1.31 -0.65 -2.30 -0.139
C -0.51 -1.72 0.44 0.100
C 0.01 1.22 1.68 0.027
C 1.88 0.21 -1.34 0.101
C 1.87 -0.16 0.09 0.146
H -3.89 -3.73 0.24 0.344
H -2.59 3.76 2.96 0.380
H 2.61 0.93 -5.04 0.392
H -3.86 -1.28 -0.01 0.320
H -1.68 -4.95 0.53 0.481
H -0.56 4.54 1.68 0.432
H -2.48 1.02 3.70 0.422
H 3.77 2.36 -3.29 0.338
H 1.32 -1.14 -4.51 0.284
H -1.84 -0.02 0.14 0.527
H 0.48 -3.57 0.79 0.295
H 1.10 2.93 0.88 0.296
H -0.86 -0.24 3.02 0.252
H 3.11 2.07 -1.04 0.226
H 0.69 -1.49 -2.02 0.454

=====

# 2
22
Properties=species:S:1:pos:R:3:mulliken_charge:R:1 method="wB97M-V/def2-TZVPD" homo_ev="-6.629 / -6.633" charge=0 relative_energy_kcal_mol=101.0 gap_ev="7.41 / 7.41" lumo_energy_ev="0.78 / 0.78" e_tot_ev=-10331.423
C -1.47 -0.06 0.19 0.024
C 1.14 0.44 -0.10 0.082
C 0.54 -0.38 0.85 -0.405
C 1.43 -0.01 -1.50 -1.255
N -1.72 1.30 0.53 -0.499
N -2.07 -0.99 1.07 -0.533
N -1.81 -0.43 -1.14 -0.525
N 2.78 -0.11 1.18 -0.765
H 1.07 1.51 0.05 0.335
H -2.72 1.52 0.51 0.229
H -1.23 1.96 -0.07 0.220
H -3.04 -1.20 0.84 0.253
H -1.98 -0.71 2.04 0.244
H -1.54 -1.38 -1.36 0.234
H -1.47 0.21 -1.84 0.242
H 3.23 0.81 1.24 0.207
H 3.34 -0.67 0.54 0.197
H 0.39 0.01 1.84 0.502
H 0.59 -1.46 0.73 0.248
H 0.67 0.34 -2.20 0.296
H 2.38 0.40 -1.84 0.413
H 1.49 -1.10 -1.56 0.255

=====

# 3
14
Properties=species:S:1:pos:R:3:mulliken_charge:R:1 method="wB97M-V/def2-TZVPD" smiles="CC=[Se].C=C=C" homo_ev=-8.357 charge=0 relative_energy_kcal_mol=27.1 gap_ev=7.82 lumo_energy_ev=-0.53 e_tot_ev=-70656.924
C 0.09 1.47 -1.84 -0.773
C 1.34 2.30 -1.91 -0.247
Se 2.82 1.54 -1.22 -0.147
H -0.20 1.65 -0.79 0.263
H -0.57 1.92 -2.53 0.307
H 0.41 0.48 -1.96 0.296
H 1.36 3.34 -2.39 0.297
C -1.27 -1.07 2.76 -0.653
C -0.75 -1.85 1.87 0.307
C -0.29 -2.61 0.96 -0.598
H -0.66 -0.25 3.28 0.215
H -2.24 -1.20 3.00 0.295
H 0.29 -3.51 0.86 0.293
H -0.32 -2.22 -0.09 0.142

=====

# 4
12
Properties=species:S:1:pos:R:3:mulliken_charge:R:1 method="wB97M-V/def2-TZVPD" smiles="CC=C=C1CO1" homo_ev=-9.007 charge=0 relative_energy_kcal_mol=119.6 gap_ev=9.94 lumo_energy_ev=0.93 e_tot_ev=-7324.099
C 0.87 0.69 1.25 -0.895
C 0.75 1.64 -0.16 -0.362
C -0.09 0.92 -0.89 -0.330
C -0.69 -0.24 -0.69 0.597
C -0.90 -1.65 -0.91 -0.270
O -1.91 -0.73 -0.38 -0.388
H -0.19 0.71 1.46 0.258
H 1.26 -0.17 0.72 0.236
H 1.34 0.63 2.25 0.332
H 1.22 2.59 -0.50 0.367
H -0.57 -2.41 -0.21 0.223
H -1.07 -1.97 -1.94 0.232

=====

# 5
14
Properties=species:S:1:pos:R:3:mulliken_charge:R:1 method="wB97M-V/def2-TZVPD" homo_ev="-7.531 / -7.532" charge=0 relative_energy_kcal_mol=102.6 gap_ev="7.17 / 7.17" lumo_energy_ev="-0.36 / -0.36" e_tot_ev=-17575.006
C 0.42 1.84 -0.23 -0.803
C -0.44 -2.32 0.50 -0.695
C -1.95 -0.58 -0.42 0.354
N -0.09 0.80 0.55 -0.468
O -1.69 -1.71 0.27 -0.292
F -1.55 -0.49 -1.70 -0.210
I -3.72 0.35 0.03 0.169
H 1.05 2.41 0.35 0.341
H 0.94 1.32 -1.10 0.249
H -0.36 2.44 -0.80 0.232
H -0.51 -3.15 1.06 0.255
H 0.09 -1.47 0.94 0.374
H -0.04 -2.50 -0.40 0.332
H -0.79 1.31 1.07 0.161

=====

# 6
75
Properties=species:S:1:pos:R:3:mulliken_charge:R:1 method="wB97M-V/def2-TZVPD" homo_ev=-5.388 charge=-1 relative_energy_kcal_mol=0.0 gap_ev=7.30 lumo_energy_ev=1.91 e_tot_ev=-67142.728
In -1.05 -0.83 -0.14 0.799
C -1.80 0.99 1.00 -1.291
C -0.74 1.91 0.53 0.636
C 0.23 1.93 1.53 0.078
C -0.22 1.09 2.60 -0.799
C -1.45 0.55 2.34 -0.259
C -2.35 -0.22 3.27 2.294
C -1.53 -1.22 4.10 -1.542
C -3.44 -0.99 2.52 -1.655
C -3.03 0.78 4.22 -1.835
C 1.59 2.63 1.62 2.440
C 1.42 4.16 1.62 -1.806
C 2.30 2.30 2.94 -2.390
C 2.53 2.17 0.49 -1.526
C -1.04 2.76 -0.71 2.572
C -1.74 4.04 -0.21 -1.752
C 0.17 3.13 -1.58 -2.226
C -2.01 2.06 -1.68 -1.918
H -2.83 1.13 0.71 0.576
H 0.35 0.90 3.51 0.398
H -1.09 -1.98 3.45 0.196
H -2.17 -1.73 4.83 0.450
H -0.73 -0.72 4.64 0.288
H -3.01 -1.70 1.81 0.199
H -4.10 -0.31 1.97 0.286
H -4.05 -1.55 3.22 0.486
H -2.28 1.27 4.85 0.307
H -3.75 0.28 4.86 0.463
H -3.55 1.55 3.65 0.363
H 0.80 4.46 2.47 0.349
H 0.95 4.54 0.72 0.258
H 2.40 4.65 1.72 0.477
H 1.73 2.64 3.80 0.414
H 3.27 2.79 2.96 0.459
H 2.47 1.22 3.03 0.396
H 2.05 2.21 -0.48 0.039
H 2.82 1.13 0.66 0.373
H 3.44 2.78 0.48 0.480
H -1.06 4.65 0.39 0.240
H -2.60 3.78 0.41 0.299
H -2.09 4.64 -1.06 0.470
H 0.94 3.65 -1.03 0.330
H -0.17 3.79 -2.39 0.583
H 0.59 2.23 -2.02 0.281
H -3.00 1.87 -1.24 0.282
H -1.60 1.11 -2.04 0.228
H -2.16 2.70 -2.55 0.579
S -2.92 -1.83 -1.46 -0.398
C -2.41 -3.50 -1.34 0.807
C -3.04 -4.38 -2.22 -1.063
C -2.73 -5.73 -2.27 0.415
C -3.41 -6.59 -3.19 -0.107
N -3.96 -7.26 -3.94 -0.561
C -1.75 -6.24 -1.40 0.450
C -1.13 -5.37 -0.51 -1.041
C -1.44 -4.01 -0.44 0.765
S -0.61 -3.10 0.81 -0.384
C -1.39 -7.62 -1.43 -0.139
N -1.08 -8.72 -1.46 -0.560
H -3.79 -3.98 -2.89 0.492
H -0.38 -5.76 0.16 0.478
N 7.91 -0.23 -4.87 -0.532
C 6.88 -0.28 -4.37 0.019
C 5.59 -0.32 -3.76 0.569
C 5.37 -1.13 -2.63 -0.690
C 4.12 -1.16 -2.05 -0.391
C 3.07 -0.41 -2.57 0.411
C 3.29 0.39 -3.70 -0.394
C 4.54 0.43 -4.28 -0.652
C 1.79 -0.47 -1.93 0.267
C 0.72 -0.52 -1.37 -0.964
H 6.19 -1.71 -2.23 0.429
H 3.94 -1.78 -1.18 0.520
H 2.48 0.98 -4.10 0.461
H 4.72 1.05 -5.15 0.428

=====

# 7
89
Properties=species:S:1:pos:R:3:mulliken_charge:R:1 method="wB97M-V/def2-TZVPD" homo_ev=-4.473 charge=-1 relative_energy_kcal_mol=0.0 gap_ev=6.54 lumo_energy_ev=2.06 e_tot_ev=-211500.533
Rb 2.13 0.40 0.13 0.691
C 1.60 -2.93 2.00 -1.018
C 0.84 -1.95 2.86 0.745
C -0.24 -2.38 3.68 -1.115
C -0.86 -1.44 4.46 -0.800
C -0.44 -0.09 4.48 0.592
C -1.09 0.87 5.22 0.070
Br -2.60 0.46 6.32 -0.233
C -0.76 2.19 5.13 -0.321
C 0.29 2.58 4.32 -0.223
Br 0.75 4.41 4.18 -0.194
C 1.01 1.65 3.49 0.812
O 1.82 2.00 2.58 -0.846
C 0.58 0.25 3.59 -0.668
N 1.21 -0.69 2.87 0.441
H 1.11 -3.94 1.97 0.422
H 2.62 -3.04 2.32 0.319
H 1.71 -2.57 0.98 -0.072
H -0.52 -3.45 3.77 0.365
H -1.71 -1.73 5.08 0.325
H -1.32 2.89 5.68 0.500
N 4.44 0.71 1.96 -0.367
C 4.77 -0.63 2.42 0.095
C 5.75 -1.40 1.58 -0.870
C 5.12 -2.11 0.42 -0.438
N 4.62 -1.22 -0.60 -0.260
H 5.27 1.30 1.95 0.188
H 3.73 1.11 2.57 0.148
H 3.84 -1.23 2.36 -0.295
H 5.15 -0.61 3.44 0.437
H 6.26 -2.06 2.23 0.374
H 6.57 -0.76 1.18 0.338
H 4.28 -2.71 0.75 0.147
H 5.90 -2.84 0.04 0.325
H 3.98 -1.73 -1.25 0.126
H 5.45 -0.83 -1.07 0.193
O 0.16 1.32 -1.44 -1.108
P -1.29 1.68 -1.40 -0.611
N -1.81 1.87 0.16 0.681
C -1.57 0.87 1.17 -0.303
C -2.83 0.93 2.07 -0.403
C -3.20 2.39 2.02 -0.769
C -2.79 2.86 0.60 -0.637
N -2.17 0.53 -2.20 0.674
C -1.39 -0.56 -2.82 -0.781
C -2.48 -1.60 -3.05 -0.626
C -3.46 -1.43 -1.89 -0.627
C -3.55 0.11 -1.89 -0.403
N -1.63 3.17 -2.05 0.636
C -2.46 3.47 -3.18 -0.596
C -1.61 4.35 -4.10 -0.745
C -0.94 5.20 -3.01 -0.750
C -0.63 4.17 -1.93 -0.683
H -0.76 1.24 1.74 -0.035
H -1.31 -0.12 0.80 0.337
H -2.66 0.57 3.12 0.112
H -3.65 0.42 1.58 0.450
H -2.65 3.00 2.75 0.225
H -4.29 2.50 2.27 0.360
H -2.47 3.89 0.56 0.315
H -3.69 2.82 -0.02 0.361
H -0.54 -0.96 -2.26 0.361
H -0.95 -0.20 -3.73 0.289
H -2.13 -2.64 -3.26 0.221
H -2.96 -1.28 -3.97 0.346
H -2.95 -1.86 -1.01 0.227
H -4.45 -1.76 -2.10 0.467
H -3.84 0.60 -0.96 0.119
H -4.26 0.45 -2.69 0.273
H -3.30 4.10 -2.83 0.273
H -2.86 2.59 -3.70 0.298
H -2.26 4.81 -4.81 0.435
H -0.92 3.69 -4.71 0.280
H -1.68 5.88 -2.67 0.311
H -0.16 5.79 -3.44 0.383
H -0.54 4.60 -0.94 0.261
H 0.37 3.74 -2.07 0.328
F -0.64 -6.27 -4.32 -0.364
C -0.02 -5.25 -3.75 0.712
C -0.19 -4.99 -2.42 -0.098
F -1.11 -5.67 -1.68 -0.342
C 0.40 -3.89 -1.82 0.295
F 0.09 -3.66 -0.54 -0.323
C 1.33 -3.01 -2.49 0.267
O 1.89 -1.97 -1.99 -0.620
C 1.47 -3.37 -3.85 0.140
F 2.18 -2.51 -4.68 -0.364
C 0.86 -4.45 -4.46 0.151
F 1.03 -4.66 -5.82 -0.335

=====

# 8
49
Properties=species:S:1:pos:R:3:mulliken_charge:R:1 method="wB97M-V/def2-TZVPD" homo_ev=-3.385 charge=-1 relative_energy_kcal_mol=17.8 gap_ev=5.86 lumo_energy_ev=2.48 e_tot_ev=-174061.433
Pt -0.34 0.55 0.02 1.850
C 3.05 1.84 -1.14 -1.170
C 3.00 0.39 -0.77 0.500
C 3.98 -0.61 -0.93 -1.165
C 3.43 -1.75 -0.38 0.740
C 4.00 -3.13 -0.27 -1.198
N 2.20 -1.43 0.06 1.226
N 1.94 -0.13 -0.17 -0.727
B 1.12 -2.22 0.83 -1.339
N 0.62 -1.39 2.05 1.152
N -0.01 -0.17 2.00 -1.023
C -0.22 0.22 3.25 0.671
C -0.91 1.49 3.61 -0.726
C 0.29 -0.74 4.14 -1.172
C 0.81 -1.73 3.34 0.846
C 1.48 -3.00 3.76 -1.434
N -0.08 -2.54 -0.09 1.439
N -1.09 -1.64 -0.15 -1.038
C -2.06 -2.17 -0.88 0.607
C -3.33 -1.42 -1.12 -1.259
C -1.69 -3.47 -1.29 -1.179
C -0.42 -3.66 -0.76 0.778
C 0.51 -4.82 -0.92 -1.315
H 3.92 2.05 -1.75 0.358
H 3.09 2.47 -0.24 0.217
H 2.15 2.13 -1.68 0.166
H 4.96 -0.51 -1.38 0.435
H 5.06 -3.11 -0.54 0.369
H 3.50 -3.83 -0.94 0.136
H 3.91 -3.53 0.74 0.209
H 1.60 -3.25 1.23 -0.246
H -1.19 2.06 2.73 -0.308
H -0.27 2.12 4.23 0.278
H -1.82 1.28 4.18 0.265
H 0.27 -0.72 5.22 0.430
H 1.48 -3.06 4.85 0.342
H 2.51 -3.05 3.42 0.255
H 0.96 -3.88 3.37 0.272
H -3.25 -0.42 -0.69 0.242
H -4.18 -1.95 -0.67 0.276
H -3.53 -1.31 -2.18 0.260
H -2.25 -4.16 -1.88 0.439
H -0.05 -5.70 -1.25 0.374
H 1.01 -5.06 0.02 0.275
H 1.28 -4.61 -1.66 0.154
Se -0.28 0.69 -2.37 -0.468
Te -2.36 1.90 -3.07 -0.210
Te -1.56 4.07 -1.73 -0.142
Se -1.26 2.81 0.45 -0.439

=====

# 9
22
Properties=species:S:1:pos:R:3:mulliken_charge:R:1 method="wB97M-V/def2-TZVPD" homo_ev=-16.021 charge=+2 relative_energy_kcal_mol=56.2 gap_ev=9.13 lumo_energy_ev=-6.89 e_tot_ev=-13368.737
C 0.38 -0.02 2.77 0.141
C -2.26 0.82 0.95 0.867
C -0.43 0.00 0.39 0.001
C -3.09 1.07 -0.17 -1.139
C 1.28 -1.32 -1.00 -0.481
N 0.78 1.03 3.46 -0.325
N 2.17 -0.81 -2.05 -0.302
N 0.21 -0.04 1.50 -0.348
N 0.05 -0.41 -0.82 -0.246
O -2.17 0.95 2.08 -0.273
H 0.20 -0.97 3.39 0.341
H -3.69 1.88 0.12 0.411
H -2.75 1.20 -1.15 0.354
H -3.87 0.26 -0.06 0.340
H 0.82 -2.27 -1.21 0.343
H 1.88 -1.46 -0.07 0.340
H 0.74 1.00 4.47 0.263
H 1.24 1.83 3.00 0.261
H 3.07 -0.35 -1.69 0.416
H 1.58 -0.16 -2.63 0.366
H 2.49 -1.56 -2.70 0.374
H -0.43 -0.36 -1.76 0.294

=====

# 10
7
Properties=species:S:1:pos:R:3:mulliken_charge:R:1 method="wB97M-V/def2-TZVPD" homo_ev="-8.720 / -8.721" charge=0 relative_energy_kcal_mol=88.6 gap_ev="7.64 / 7.64" lumo_energy_ev="-1.08 / -1.08" e_tot_ev=-28422.703
S 0.96 -3.01 -0.04 -0.306
C 0.76 -1.53 0.00 0.436
C 0.45 -0.22 0.39 -0.097
N -0.56 0.12 -0.53 0.118
N -1.17 1.24 -0.69 -0.348
Cl -1.51 2.84 0.07 -0.144
H 1.07 0.56 0.81 0.342

=====

# 11
16
Properties=species:S:1:pos:R:3:mulliken_charge:R:1 method="wB97M-V/def2-TZVPD" homo_ev="-7.194 / -7.925" charge=0 relative_energy_kcal_mol=95.2 gap_ev="6.71 / 7.66" lumo_energy_ev="-0.49 / -0.27" e_tot_ev=-10234.112
C 0.07 0.89 0.27 -0.114
C -1.15 0.30 -0.18 0.423
N 0.35 2.18 0.43 -0.414
N 1.47 -0.90 1.31 -0.550
C 0.97 -0.26 0.14 0.006
C -0.47 -1.16 -0.44 -0.187
N -2.18 0.90 -0.66 -0.791
N -0.47 -1.70 -1.66 -0.652
H -0.37 2.85 0.22 0.255
H 1.17 2.47 0.95 0.210
H -2.91 0.23 -0.89 0.263
H 2.00 -1.75 1.10 0.240
H 0.75 -1.07 2.00 0.275
H -0.31 -0.97 -2.36 0.273
H 1.79 -0.11 -0.57 0.383
H -0.70 -1.89 0.35 0.380

=====

# 12
13
Properties=species:S:1:pos:R:3:mulliken_charge:R:1 method="wB97M-V/def2-TZVPD" homo_ev="-8.500 / -8.500" charge=0 relative_energy_kcal_mol=96.0 gap_ev="8.52 / 8.52" lumo_energy_ev="0.02 / 0.02" e_tot_ev=-11857.839
C 1.30 0.07 -1.34 -1.028
C -1.36 -0.87 1.10 0.744
C 0.88 0.57 0.01 0.793
C -1.96 0.36 0.38 -0.239
O 0.63 -0.57 0.92 -0.467
N -1.25 0.67 -0.58 -0.591
O -1.62 -1.85 1.63 -0.296
O 1.08 1.64 0.52 -0.562
H 1.11 -0.36 1.74 0.353
H -3.01 0.51 0.61 0.345
H 2.37 -0.13 -1.32 0.332
H 0.78 -0.86 -1.60 0.309
H 1.04 0.82 -2.08 0.307